Entry 1:
{
  "formula": "C3H10NOS",
  "method": "ωB97M-V/def2-TZVPD",
  "e_tot_ev": -17646.96279,
  "total_charge": -1,
  "de_lowest_ev": 0.480,
  "orbital_gap_ev": 6.590,
  "multiplicity": 1,
  "e_lumo_ev": 3.965,
  "species": ["C", "C", "H", "H", "H", "O", "H", "H", "H", "N", "H", "C", "H", "H", "S", "H"],
  "positions_angstrom": [[1.56, 0.18, 0.92], [0.26, 0.95, 0.95], [1.77, -0.03, 1.98], [0.26, 1.82, 1.62], [-0.51, 0.31, 1.42], [-2.14, -1.64, -0.99], [0.35, 2.24, -0.81], [-2.21, 1.27, 0.12], [2.38, 0.76, 0.50], [-1.65, 2.02, -0.28], [-0.22, 0.63, -1.09], [-0.29, 1.46, -0.39], [-1.71, 2.93, 0.12], [-2.10, -2.52, -1.37], [1.41, -1.40, -0.05], [-1.23, -1.47, -0.73]]
}

---

Entry 2:
{
  "formula": "C27H38N3O5V",
  "method": "ωB97M-V/def2-TZVPD",
  "s_squared": 0.760,
  "e_tot_ev": -69007.95786,
  "total_charge": 1,
  "orbital_gap_ev": [6.869, 7.410],
  "multiplicity": 2,
  "e_lumo_ev": [-4.564, -4.050],
  "species": ["H", "C", "N", "C", "C", "H", "H", "C", "O", "H", "C", "V", "C", "H", "O", "C", "H", "C", "H", "C", "H", "C", "H", "C", "H", "C", "C", "O", "C", "H", "C", "H", "N", "C", "H", "H", "C", "O", "H", "H", "H", "H", "C", "H", "C", "H", "H", "C", "H", "H", "C", "C", "C", "C", "H", "H", "C", "H", "H", "N", "H", "H", "H", "H", "H", "H", "C", "O", "H", "H", "H", "H", "C", "H"],
  "positions_angstrom": [[-5.85, 1.26, -0.06], [3.82, -2.19, -0.21], [1.30, 2.59, -0.55], [0.83, -3.67, 1.45], [2.06, 2.05, 1.74], [-1.90, -0.60, 3.39], [-1.71, -2.19, 1.53], [4.19, -0.76, 0.19], [2.17, 1.09, -3.56], [0.55, 3.57, -2.26], [-3.02, -0.50, -0.71], [0.84, 0.11, -0.02], [-2.74, 0.92, 1.26], [4.74, -4.16, -0.05], [-1.20, 1.57, -1.53], [-1.13, 2.91, -1.09], [5.87, -2.82, -0.09], [-1.93, 1.37, 2.46], [0.24, -4.41, 1.96], [-2.26, -0.02, 0.35], [5.16, -0.50, -0.23], [-2.15, 0.43, 3.64], [0.33, 4.46, -0.77], [-0.83, -1.74, 1.09], [3.27, 1.94, -0.88], [0.28, 3.46, -1.21], [2.40, 2.28, -1.46], [1.32, 0.15, -1.71], [3.72, -2.31, -1.74], [2.72, 3.14, -2.06], [-2.70, -1.03, -3.16], [3.42, -3.32, -2.03], [-0.93, -0.55, 0.52], [-2.20, 2.82, 2.89], [-4.95, -0.39, -1.64], [4.70, -2.11, -2.18], [2.14, -3.77, 1.03], [2.77, 2.12, 2.68], [3.47, -0.04, -0.22], [4.96, -3.15, 1.38], [2.64, 3.77, 0.63], [-1.46, 3.14, 3.62], [2.49, -2.56, 0.40], [-1.17, 1.54, -2.50], [1.76, 3.13, 0.73], [-3.17, 2.91, 3.38], [-1.82, 3.56, -1.63], [-3.12, -2.88, -1.52], [-1.55, 0.73, 4.50], [-3.00, -3.24, -0.50], [4.91, -3.14, 0.29], [0.39, -2.39, 1.08], [1.99, 1.16, -2.39], [-4.84, 0.90, 0.05], [3.00, -1.61, -2.16], [-4.19, -2.85, -1.72], [-4.33, -0.03, -0.83], [0.96, 3.74, 1.17], [-2.26, -1.73, -3.86], [1.43, -1.72, 0.42], [4.22, -0.63, 1.27], [-2.26, -0.05, -3.33], [-2.19, 3.52, 2.06], [-3.20, 0.45, 3.95], [-1.41, -1.60, -1.58], [-0.87, 1.30, 2.19], [-4.05, 1.38, 1.09], [1.34, 0.89, 1.45], [-4.46, 2.10, 1.78], [2.79, -4.61, 1.16], [-1.45, 2.89, -0.05], [-2.67, -3.61, -2.19], [-2.49, -1.50, -1.72], [-3.76, -0.95, -3.41]]
}

---

Entry 3:
{
  "formula": "C22H24",
  "method": "ωB97M-V/def2-TZVPD",
  "e_tot_ev": -23198.78099,
  "total_charge": 0,
  "smiles": "CCC[C@]12C3=CC=CC1=CC=C1C=CC=C(C=C3)[C@]12CCC",
  "orbital_gap_ev": 6.919,
  "multiplicity": 1,
  "e_lumo_ev": -0.171,
  "species": ["C", "C", "H", "H", "C", "C", "C", "C", "C", "H", "H", "C", "H", "C", "C", "H", "H", "H", "C", "H", "C", "H", "C", "H", "C", "H", "C", "C", "H", "H", "H", "H", "H", "H", "H", "C", "C", "C", "H", "H", "H", "H", "C", "H", "C", "C"],
  "positions_angstrom": [[-1.89, -2.19, -2.64], [1.20, 2.29, 3.54], [1.64, 3.15, 4.01], [1.43, 0.24, 1.77], [1.79, -1.65, -1.57], [-1.84, -0.26, -1.12], [-2.32, 1.01, -1.01], [-1.49, 2.22, -0.80], [2.60, 1.72, -1.15], [-1.86, -4.65, 1.66], [0.30, 4.20, -0.88], [0.62, 0.94, 1.39], [-1.36, -3.32, -0.36], [-0.83, -1.39, 0.66], [1.94, 0.66, -0.67], [0.28, 2.05, 3.94], [-0.31, -3.86, 1.61], [0.27, -2.84, -3.13], [2.57, -0.62, -1.00], [3.57, 1.68, -1.60], [0.27, -1.50, -1.60], [-2.65, -2.53, 0.37], [0.69, 3.19, -0.98], [1.90, 2.89, 1.69], [-1.34, -3.57, 1.72], [-3.31, 1.18, -1.42], [2.07, 3.04, -1.14], [-1.60, -2.74, 0.51], [-0.26, 0.74, 1.95], [-0.01, -1.62, 1.31], [-2.33, -2.99, -3.22], [2.73, 3.85, -1.24], [2.27, -2.43, -2.12], [-1.51, -0.76, 1.25], [0.17, 3.11, 1.82], [-2.56, -1.21, -1.95], [-0.36, -0.63, -0.58], [0.52, 0.71, -0.19], [-1.93, 3.16, -1.04], [3.67, -0.67, -1.03], [1.89, 1.41, 3.87], [-3.66, -1.17, -2.13], [-0.13, 2.04, -0.59], [-1.47, -3.15, 2.69], [-0.39, -2.17, -2.60], [1.00, 2.44, 2.02]]
}

---

Entry 4:
{
  "formula": "C26H26BBrN2O11STc",
  "method": "ωB97M-V/def2-TZVPD",
  "s_squared": 3.773,
  "e_tot_ev": -136639.49071,
  "total_charge": 0,
  "de_lowest_ev": 0.000,
  "orbital_gap_ev": [6.274, 5.507],
  "multiplicity": 4,
  "e_lumo_ev": [-1.910, -2.676],
  "species": ["H", "H", "C", "C", "C", "H", "H", "H", "H", "C", "N", "O", "C", "O", "C", "C", "H", "H", "C", "H", "O", "O", "H", "H", "C", "O", "C", "H", "Tc", "S", "H", "C", "C", "C", "C", "O", "H", "C", "C", "C", "C", "C", "C", "O", "H", "O", "H", "O", "H", "H", "H", "H", "O", "C", "H", "C", "H", "C", "B", "C", "H", "N", "H", "H", "C", "O", "C", "Br", "H"],
  "positions_angstrom": [[3.67, -2.87, -2.76], [-2.57, 2.67, 4.46], [-2.65, 0.85, 3.29], [2.71, -2.84, -0.83], [-3.83, 2.75, 1.99], [-4.98, 0.67, 0.68], [-4.43, 2.96, 1.10], [2.96, 5.64, 2.17], [1.67, -5.51, 0.91], [3.18, -4.83, -2.05], [-1.17, -1.44, -0.96], [1.21, 1.15, 1.27], [-3.48, 0.09, 4.30], [3.08, 7.80, 1.20], [0.20, -1.11, -2.95], [2.02, 3.87, 1.38], [-1.66, -2.18, -0.45], [0.16, -0.04, -2.76], [0.95, -1.62, -3.99], [2.57, -6.65, -1.10], [2.22, 8.02, -0.76], [-1.63, -0.06, 2.76], [1.15, 6.11, -1.66], [-3.91, -0.82, 3.87], [2.61, -5.58, -1.02], [1.80, -3.35, 2.55], [2.09, -4.94, 0.10], [-4.32, -0.65, 1.64], [0.20, -0.42, 0.31], [2.08, -3.63, -5.50], [3.54, -5.31, -2.94], [-1.89, 1.98, 3.96], [1.00, -2.99, -4.21], [2.12, -3.56, 0.21], [2.41, 5.19, 1.36], [2.29, -5.01, -5.10], [-4.44, 2.98, 2.86], [-3.42, 1.29, 2.00], [2.07, 5.96, 0.25], [1.53, -2.96, 1.45], [0.27, -3.85, -3.40], [0.98, 4.14, -0.80], [3.24, -3.45, -1.95], [1.31, -3.45, -6.72], [-1.28, 2.54, 3.25], [0.14, 1.44, -0.59], [2.26, 3.23, 2.21], [-2.43, 1.09, 0.94], [-1.87, -0.76, -1.24], [1.53, -0.97, -4.64], [-4.28, 0.72, 4.69], [-5.41, 0.53, 2.38], [0.57, -2.03, 1.25], [1.30, 3.35, 0.30], [-2.84, -0.20, 5.14], [-0.48, -1.99, -2.12], [-0.99, -4.03, -1.66], [-0.46, -3.36, -2.33], [-1.49, 0.25, 1.45], [0.87, 1.94, 0.33], [0.42, 3.71, -1.62], [2.49, 7.38, 0.23], [-1.22, 1.55, 4.71], [-2.97, 3.41, 1.97], [-4.61, 0.40, 1.66], [3.25, -2.78, -5.36], [1.37, 5.46, -0.83], [2.90, -0.94, -0.69], [0.34, -4.92, -3.59]]
}

---

Entry 5:
{
  "formula": "C16H25AuN3S",
  "method": "ωB97M-V/def2-TZVPD",
  "e_tot_ev": -35995.17029,
  "total_charge": -1,
  "de_lowest_ev": 0.166,
  "orbital_gap_ev": 4.033,
  "multiplicity": 1,
  "e_lumo_ev": 2.214,
  "species": ["N", "Au", "C", "C", "C", "H", "H", "H", "H", "N", "H", "C", "H", "H", "H", "C", "N", "H", "H", "H", "C", "C", "H", "H", "C", "C", "H", "C", "H", "H", "H", "H", "C", "S", "H", "H", "C", "H", "C", "C", "H", "H", "H", "C", "C", "H"],
  "positions_angstrom": [[2.66, 2.59, -1.48], [-0.11, 1.22, 0.61], [-2.18, 1.15, 3.52], [-2.90, -1.14, 2.79], [-3.27, 0.34, 2.82], [-2.69, -1.51, 3.80], [-2.66, -1.80, -3.15], [-6.46, 2.39, 0.15], [5.71, 1.52, -1.29], [-1.67, 0.13, 0.21], [-2.44, 2.21, 3.57], [-3.69, 0.86, 1.45], [1.28, 1.41, -2.54], [5.39, 3.25, -1.03], [0.56, 2.63, -1.49], [-3.70, 0.71, -0.98], [4.12, 1.93, 0.04], [-2.02, -1.49, -1.50], [-1.23, 1.06, 2.99], [-4.17, 0.43, 3.45], [1.38, 2.43, -2.17], [-2.94, 0.59, 0.24], [-3.71, -1.73, 2.37], [4.45, 2.13, 0.97], [-4.93, 1.36, -0.99], [-4.91, 1.52, 1.38], [-2.30, 1.91, -3.13], [-2.02, 0.88, -2.88], [-1.67, 0.40, -3.80], [-4.05, 0.21, -3.00], [-5.41, 1.77, 2.31], [-3.73, -1.91, -1.73], [2.83, 2.32, -0.16], [1.75, 2.54, 1.11], [-2.01, -1.28, 2.16], [-1.21, 0.90, -2.15], [4.93, 2.26, -1.12], [-5.44, 1.49, -1.94], [-2.88, -1.37, -2.17], [-5.53, 1.85, 0.18], [4.06, 2.95, -3.01], [3.76, 1.24, -2.66], [-2.04, 0.79, 4.55], [3.87, 2.23, -2.21], [-3.21, 0.12, -2.29], [1.33, 3.13, -3.01]]
}

---

Entry 6:
{
  "formula": "C25H56BrO17P",
  "method": "ωB97M-V/def2-TZVPD",
  "e_tot_ev": -140968.98998,
  "total_charge": 0,
  "smiles": "CCCCCC1=C(P(O)Br)C(=O)C=CC1=O.OCCO.OCCO.OCCO.OCCO.OCCO.OCCO.OCCO",
  "de_lowest_ev": 0.000,
  "orbital_gap_ev": 7.659,
  "multiplicity": 1,
  "e_lumo_ev": -1.547,
  "species": ["H", "O", "H", "H", "C", "H", "C", "H", "H", "H", "C", "H", "O", "C", "H", "O", "O", "H", "H", "C", "H", "H", "O", "O", "H", "C", "H", "C", "C", "C", "H", "C", "H", "O", "H", "Br", "O", "O", "H", "C", "C", "C", "H", "H", "C", "H", "H", "C", "H", "H", "H", "H", "O", "C", "H", "H", "H", "C", "H", "H", "H", "H", "C", "P", "C", "H", "H", "C", "H", "H", "H", "H", "C", "O", "O", "H", "O", "H", "H", "H", "O", "H", "O", "C", "H", "C", "O", "H", "H", "C", "H", "H", "H", "H", "H", "H", "O", "C", "H", "H"],
  "positions_angstrom": [[-0.19, 3.54, 1.48], [6.07, -1.74, -2.50], [2.27, 4.03, 1.47], [-6.73, 0.28, 1.84], [-3.99, 2.90, 0.71], [1.58, 1.17, 0.70], [-1.85, -2.25, -1.74], [-4.47, -5.12, 4.19], [3.82, 0.50, -1.57], [-2.31, 0.65, 2.55], [0.08, -6.37, 1.04], [0.51, -2.72, -1.68], [0.14, -3.61, -1.62], [-3.87, -4.24, 3.97], [4.52, 6.69, -0.01], [-2.53, -4.53, 4.30], [-1.07, -1.13, -2.14], [5.71, -3.63, -3.31], [-1.15, -1.05, -3.10], [-6.01, 0.96, 1.41], [-1.73, -4.40, -1.82], [-0.72, 0.57, 0.98], [-2.04, 0.51, -4.49], [0.51, -4.05, 1.55], [-2.08, -3.68, 4.39], [3.09, 0.59, -2.37], [0.29, -3.77, 0.66], [4.74, 6.82, 1.05], [-5.32, 2.83, 0.03], [-3.44, 0.75, -4.46], [-7.41, 2.27, 0.50], [-2.27, 1.62, 2.08], [-1.67, 1.04, -3.77], [6.42, -3.15, -0.06], [6.43, -2.20, -0.25], [-3.90, 5.85, -0.67], [-3.15, 1.74, -2.29], [1.44, -6.70, 1.28], [-3.43, 2.62, -2.55], [-0.33, -5.17, 1.86], [1.34, 2.24, 0.69], [6.51, -3.81, -1.31], [4.38, -0.25, -3.89], [-0.20, -5.37, 2.92], [0.09, 2.49, 1.52], [-3.83, 5.60, 2.14], [2.50, 0.49, -4.97], [-3.91, 0.78, -3.02], [6.93, -1.74, -2.92], [6.16, -4.83, -1.16], [-3.94, -0.04, -5.01], [3.99, 6.05, 2.68], [1.81, 0.35, -1.82], [2.54, 2.99, 1.29], [-4.98, 0.98, -2.95], [-3.69, -0.18, -2.55], [1.23, 0.12, -2.56], [-1.07, 1.60, 1.09], [-3.65, -1.62, 3.63], [0.32, 2.26, 2.57], [-4.33, -3.25, 5.83], [6.83, 7.23, 0.73], [-1.17, -3.53, -2.17], [-2.85, 4.36, 0.61], [3.38, -0.41, -3.47], [3.33, -1.42, -3.07], [1.91, -5.86, 1.35], [-4.38, -3.05, 4.76], [-5.41, -2.83, 4.49], [-2.87, -2.19, -2.14], [7.55, -3.84, -1.65], [-1.89, -2.21, -0.65], [-3.61, 1.83, 1.41], [2.38, -0.34, -4.49], [-5.56, 3.34, -1.05], [3.43, 2.92, 0.67], [-4.17, -0.45, 1.75], [-0.53, -7.24, 1.30], [-3.65, 1.71, -4.95], [4.48, 7.84, 1.34], [-3.54, -1.92, 4.54], [6.43, 6.67, 2.37], [6.55, 5.22, 0.90], [6.21, 6.54, 1.30], [-1.38, -4.91, 1.69], [-6.38, 2.02, 0.69], [-3.08, 4.99, 2.11], [2.74, 2.56, 2.28], [1.19, 2.53, -0.35], [5.66, -3.11, -2.35], [-3.95, -4.02, 2.90], [3.14, 1.61, -2.78], [-1.12, -3.57, -3.27], [-2.13, 2.37, 2.86], [-0.06, -6.15, -0.03], [4.62, -3.08, -2.02], [3.93, 5.87, 1.74], [-4.57, 0.67, 1.55], [5.81, 4.66, 1.16], [-1.43, 1.91, 0.10]]
}

---

Entry 7:
{
  "formula": "H80O40",
  "method": "ωB97M-V/def2-TZVPD",
  "s_squared": 0.758,
  "e_tot_ev": -83186.46421,
  "total_charge": 1,
  "de_lowest_ev": 6.968,
  "orbital_gap_ev": [9.632, 2.885],
  "multiplicity": 2,
  "e_lumo_ev": [-3.106, -9.837],
  "species": ["H", "O", "H", "H", "H", "H", "H", "H", "H", "H", "H", "O", "O", "H", "H", "O", "H", "O", "O", "O", "H", "O", "H", "H", "O", "H", "H", "H", "O", "H", "H", "H", "H", "H", "H", "H", "O", "O", "H", "H", "O", "O", "O", "O", "O", "O", "O", "H", "H", "H", "O", "H", "H", "H", "O", "H", "O", "H", "H", "H", "H", "H", "H", "H", "H", "H", "O", "H", "H", "O", "H", "O", "H", "H", "O", "H", "O", "H", "H", "H", "H", "O", "H", "H", "H", "O", "H", "O", "H", "O", "H", "H", "O", "O", "H", "H", "O", "H", "H", "H", "H", "H", "H", "O", "O", "H", "H", "H", "H", "H", "O", "O", "H", "O", "H", "O", "H", "H", "H", "H"],
  "positions_angstrom": [[1.37, 3.61, -2.98], [1.07, 3.37, 0.57], [2.42, -0.09, 0.52], [4.84, -4.12, 0.99], [2.51, 1.32, -0.17], [2.35, -5.37, -0.06], [0.69, 3.36, -0.33], [0.44, 6.68, 0.42], [-2.05, 1.00, -2.31], [0.88, -0.47, -1.79], [2.23, -0.01, -4.67], [4.12, 3.64, 0.14], [-5.08, -1.06, -2.55], [-1.49, -0.29, -0.09], [-0.77, -5.01, -1.38], [1.55, 2.71, 3.64], [-0.71, 1.00, -1.71], [-0.84, -4.65, 4.10], [3.79, -1.43, 1.96], [4.21, 3.21, -2.49], [2.85, -1.79, 2.00], [-2.90, -2.77, -4.62], [-2.98, -1.86, -4.86], [0.07, -4.79, 4.41], [-1.27, 6.62, -1.10], [0.79, -3.80, -4.44], [1.47, -6.14, -0.98], [-2.19, 6.13, -0.95], [-1.16, 4.21, -0.47], [2.63, 0.45, 6.02], [-0.06, -1.19, -3.49], [1.59, -0.72, 6.26], [-2.67, 2.05, -4.69], [0.33, 3.99, 0.90], [-4.74, -1.56, -3.37], [4.73, 0.42, 0.10], [2.17, -2.48, -1.77], [4.73, -4.41, 0.09], [-3.38, -1.78, 5.59], [-5.40, 2.32, 1.75], [2.36, -0.42, 5.79], [-1.93, 0.82, 2.78], [-3.88, 3.79, -1.30], [-0.99, -1.59, 3.27], [5.39, -0.09, -3.28], [1.66, -5.49, 2.39], [0.62, -0.01, -2.61], [-4.42, -0.99, 2.39], [-1.19, 3.75, -1.35], [2.18, -3.40, -2.00], [1.23, 3.50, -2.05], [-1.52, -1.89, -0.30], [-0.98, -0.90, -4.85], [1.97, 0.32, -6.10], [-1.64, -1.02, -0.63], [-3.55, 3.36, -2.11], [5.61, 0.64, -0.23], [4.34, 2.73, -3.29], [0.79, -5.22, 2.01], [-3.16, 1.34, 3.96], [-1.26, 2.47, -5.18], [-1.28, -4.35, 4.89], [-1.96, 0.00, 2.29], [-1.67, 0.32, 5.69], [1.28, -2.24, -1.31], [-4.93, 1.52, -4.27], [-0.62, -1.56, -4.22], [-0.98, -3.62, -2.02], [0.96, 2.06, 4.05], [-3.91, 1.72, 4.42], [5.59, 1.55, -0.62], [-2.64, -1.25, 5.31], [-0.96, -3.80, 0.74], [4.63, -0.59, -3.04], [-1.66, -3.48, 1.38], [3.98, 4.51, 0.50], [0.74, -4.12, -3.54], [1.71, 4.20, -1.63], [5.86, 0.37, -2.51], [3.86, -0.81, 1.26], [0.44, 1.84, 0.49], [-4.12, 1.39, -3.78], [-1.13, 0.71, 3.26], [4.13, -3.85, -0.39], [0.25, 1.23, 1.83], [1.59, -2.69, 1.20], [-0.62, -2.49, 3.06], [1.76, 0.61, -5.21], [4.74, 3.97, -2.39], [1.08, 5.96, 0.78], [2.31, 2.64, 4.22], [-5.17, -0.59, 1.22], [1.39, -5.46, -0.31], [-4.50, 2.40, 1.53], [-0.12, -1.17, 3.27], [-1.04, 6.36, -2.03], [-1.23, -4.12, -1.25], [-0.59, 4.96, -0.62], [-2.43, -4.03, 1.04], [-3.83, 1.25, 5.27], [-6.05, -1.26, -2.67], [-0.62, 0.01, 6.82], [1.33, -3.36, 1.85], [-1.38, 1.67, -2.04], [-0.81, 0.49, 6.03], [-2.15, -1.72, 4.56], [3.41, 3.14, 0.56], [-2.31, -2.83, -3.89], [-3.57, 3.42, -0.47], [2.16, -3.24, 0.63], [-2.05, 2.04, -5.45], [-0.07, 1.09, 0.94], [1.45, 0.55, -2.53], [2.70, 0.38, -0.24], [0.74, 5.94, 1.71], [-5.38, -0.90, 2.14], [1.66, -6.44, 2.02], [-4.25, 0.51, -3.45], [0.40, -3.57, -2.85], [-3.90, 2.71, 2.23]]
}

---

Entry 8:
{
  "formula": "C5H7N2",
  "method": "ωB97M-V/def2-TZVPD",
  "e_tot_ev": -8264.69513,
  "total_charge": 1,
  "de_lowest_ev": 8.082,
  "orbital_gap_ev": [7.220, 7.216],
  "multiplicity": 1,
  "e_lumo_ev": [-6.403, -6.403],
  "species": ["N", "C", "H", "H", "H", "C", "H", "C", "H", "H", "C", "H", "N", "C"],
  "positions_angstrom": [[2.24, -0.85, 0.12], [-2.00, -0.24, 0.23], [-0.59, 0.72, 1.52], [2.07, -1.36, 1.04], [0.29, 0.23, -1.27], [-1.06, 0.82, 0.56], [-5.41, -0.26, 0.19], [-1.00, -1.31, -0.03], [-1.24, 1.96, 0.20], [2.80, -0.04, 0.22], [-3.31, -0.13, 0.11], [2.64, -1.58, -0.60], [-4.46, -0.10, -0.19], [-0.31, -0.08, -0.37]]
}